A cluster of 2 separate species, C5H13NO in total. Source: OMol25; level of theory: ωB97M-V with the def2-TZVPD basis set.

```
20
Properties=species:S:1:pos:R:3:forces:R:3
C -1.36510 -0.58882 -0.71361 -0.1751 0.2430 -0.9045
C -2.08796 -1.87380 -1.09779 -1.8405 -0.4936 2.6560
C -1.87696 0.12160 0.50969 0.2657 -0.7180 4.0616
H -0.21861 -0.69269 -0.62861 -1.3654 -0.1518 -0.3463
H -1.57939 0.02218 -1.62272 0.7395 0.2214 0.5449
H -2.03637 -2.04220 -2.16902 -0.4141 -0.6214 0.3219
H -3.14382 -2.07158 -0.53004 0.9962 1.8411 -2.1495
H -2.94562 0.48641 0.50258 1.2539 -0.2955 -0.4112
H -1.86868 -0.65953 1.45053 -0.1154 1.6033 -2.1582
H -1.93849 -2.72339 -0.42060 1.9796 -0.6549 -0.5062
H -1.18429 0.94412 0.93343 -1.1889 -0.9791 -1.1115
C 2.01748 1.19148 1.49122 -2.1125 -0.1211 1.2248
C 1.89052 1.28964 -0.03345 1.4935 -0.0293 4.1446
O 1.14622 1.99049 -0.61048 -2.3387 2.1726 -2.2636
N 2.80513 0.56665 -0.72539 1.8978 -0.6380 -3.0562
H 2.87877 0.57417 1.72280 0.0647 0.1333 0.4770
H 1.06222 0.62465 1.82495 1.5373 0.7092 -0.4240
H 3.11597 0.85063 -1.71612 -1.0428 -0.4751 1.6717
H 3.35594 -0.18346 -0.31945 0.0338 0.0233 0.2825
H 1.97305 2.17346 2.15207 0.3313 -1.7695 -2.0538
```
Positions in Å, forces in eV/Å.

Values from the calculation:
**Gap between HOMO and LUMO (spin up / spin down)**: 10.26 / 3.04 eV
**Energy relative to the best compared isomer or geometry (same formula, charge and spin)**: 4.147 eV
**Expectation value of S²**: 0.769
**LUMO energy (spin up / spin down)**: -0.13563 / -0.37423 hartree
**2S+1**: 2
**Total charge**: +1
**DFT total energy**: -8921.6037 eV
**M**: 103.16 g mol⁻¹

Results of the Löwdin charge analysis, in e, for atoms 1 through 4: -0.3504 -0.1060 -0.1497 0.1118